No. 1
93
Properties=species:S:1:pos:R:3 method="wB97M-V/def2-TZVPD" charge=-1 lumo_energy_ev=1.591 homo_energy_ha=-0.18134
O -3.639 0.269 -2.649
C -2.495 -0.014 -2.906
C -1.964 -1.412 -2.991
N -1.618 -1.612 -4.391
C -0.663 -2.705 -4.651
Br -1.305 -3.473 -6.365
C 0.748 -2.161 -4.832
C 1.704 -3.020 -5.652
O 1.846 -2.561 -6.994
C -0.715 -3.818 -3.530
O -1.427 -4.809 -3.720
O -0.048 -3.499 -2.518
H -1.762 0.779 -3.138
H -2.754 -2.087 -2.651
H -1.077 -1.488 -2.367
H -2.459 -1.804 -4.917
H 0.677 -1.176 -5.293
H 1.151 -2.018 -3.831
H 1.410 -4.070 -5.633
H 2.702 -2.954 -5.219
H 1.014 -2.739 -7.455
C 1.605 -1.401 -0.142
C 2.007 -0.287 -1.094
C 2.564 0.915 -0.343
O 0.899 0.118 -1.899
H 0.821 -1.050 0.535
H 1.209 -2.257 -0.692
H 2.453 -1.727 0.464
H 2.758 -0.656 -1.795
H 1.807 1.320 0.334
H 2.849 1.705 -1.040
H 3.437 0.640 0.252
H 0.217 0.440 -1.300
C 0.091 1.199 4.949
C -0.210 0.400 3.690
C -1.204 -0.720 3.961
O 0.989 -0.131 3.127
H 0.542 0.554 5.709
H 0.802 1.998 4.735
H -0.808 1.645 5.369
H -0.615 1.066 2.926
H -0.792 -1.421 4.693
H -1.411 -1.278 3.048
H -2.144 -0.329 4.353
H 1.379 -0.730 3.772
C 3.263 -4.140 -10.288
C 2.860 -2.786 -10.856
C 4.047 -1.835 -10.924
O 1.811 -2.218 -10.083
H 3.634 -4.024 -9.267
H 2.402 -4.807 -10.250
H 4.043 -4.608 -10.891
H 2.446 -2.919 -11.857
H 4.444 -1.657 -9.921
H 3.741 -0.872 -11.334
H 4.848 -2.241 -11.545
H 2.146 -2.090 -9.184
C -6.547 -3.314 -4.159
C -5.048 -3.574 -4.237
C -4.485 -4.107 -2.929
O -4.359 -2.387 -4.617
H -6.760 -2.561 -3.394
H -6.921 -2.935 -5.111
H -7.092 -4.225 -3.906
H -4.843 -4.292 -5.032
H -4.637 -3.376 -2.128
H -3.412 -4.286 -3.028
H -4.973 -5.041 -2.639
H -4.495 -1.727 -3.924
C 0.979 5.755 7.202
C 0.150 4.961 6.206
C -0.972 5.801 5.615
O -0.375 3.789 6.827
H 0.358 6.084 8.037
H 1.773 5.134 7.616
H 1.429 6.634 6.735
H 0.790 4.596 5.400
H -1.650 6.135 6.406
H -1.556 5.215 4.905
H -0.582 6.682 5.103
H -0.937 4.071 7.557
C 1.004 3.605 12.295
C 1.453 4.673 11.310
C 2.032 5.887 12.020
O 0.370 5.060 10.466
H 0.218 3.998 12.947
H 0.597 2.744 11.766
H 1.832 3.270 12.921
H 2.203 4.254 10.638
H 1.276 6.346 12.664
H 2.351 6.637 11.297
H 2.888 5.613 12.639
H -0.320 5.435 11.023

No. 2
95
Properties=species:S:1:pos:R:3 method="wB97M-V/def2-TZVPD" lumo_energy_ev=0.446 homo_energy_ha=-0.31813 de_lowest_kcal_mol=15.7 smiles="CCOP(=O)(OCC)OCC.COCCOCCOC.COCCOCCOC.COCCOCCOC"
C -0.318 0.041 6.775
O 0.634 0.443 5.786
C 1.227 1.758 6.094
C 2.368 1.857 5.128
O 3.569 2.388 5.821
C 4.570 2.999 4.885
C 6.011 3.073 5.508
O 6.506 1.793 5.862
C 7.159 1.114 4.865
H -1.163 0.720 6.892
H 0.094 -0.074 7.777
H -0.627 -0.967 6.498
H 1.649 1.664 7.094
H 0.561 2.617 6.008
H 2.057 2.605 4.399
H 2.493 0.870 4.683
H 4.443 4.024 4.534
H 4.529 2.298 4.051
H 6.062 3.629 6.444
H 6.785 3.635 4.984
H 7.554 0.238 5.381
H 8.128 1.553 4.630
H 6.556 0.819 4.006
C -4.782 -6.429 2.093
O -4.289 -7.003 3.286
C -4.430 -6.270 4.496
C -6.010 -6.359 4.887
O -6.849 -5.612 4.013
C -6.895 -4.219 4.283
C -7.776 -3.792 5.501
O -7.453 -4.066 6.913
C -8.408 -3.430 7.744
H -4.342 -7.182 1.438
H -4.493 -5.378 2.100
H -5.860 -6.547 2.203
H -4.140 -5.220 4.534
H -3.801 -6.884 5.140
H -6.193 -5.965 5.887
H -6.239 -7.424 4.858
H -7.342 -3.894 3.344
H -5.845 -3.950 4.394
H -8.765 -4.221 5.339
H -7.908 -2.727 5.311
H -7.799 -2.973 8.525
H -9.107 -4.193 8.085
H -8.912 -2.560 7.325
C -7.217 0.874 4.045
O -6.526 -0.231 4.649
C -5.386 0.068 5.388
C -4.300 0.558 4.416
O -4.633 1.820 3.864
C -3.672 2.831 4.058
C -4.366 4.139 3.683
O -5.538 4.396 4.451
C -6.128 5.583 4.124
H -7.181 1.885 4.450
H -8.290 0.764 3.892
H -6.774 1.069 3.069
H -5.108 -0.872 5.864
H -5.447 0.788 6.205
H -4.208 -0.151 3.594
H -3.376 0.588 4.994
H -2.875 2.550 3.369
H -3.342 2.909 5.094
H -4.712 3.954 2.666
H -3.652 4.962 3.635
H -6.694 5.537 3.193
H -5.371 6.365 4.176
H -6.739 5.662 5.023
C -4.997 6.892 13.033
C -5.801 6.004 12.032
O -4.908 5.202 11.235
P -4.103 5.983 9.974
O -3.178 7.040 10.459
O -3.368 4.782 9.099
C -2.942 5.058 7.767
C -1.626 5.876 7.835
O -5.228 6.533 8.933
C -6.360 5.757 8.497
C -7.522 6.736 8.342
H -5.658 7.467 13.681
H -4.546 6.169 13.712
H -4.353 7.583 12.489
H -6.369 5.279 12.615
H -6.559 6.485 11.412
H -2.794 4.053 7.372
H -3.592 5.523 7.027
H -1.894 6.926 7.715
H -1.066 5.637 8.739
H -1.056 5.477 6.997
H -6.102 5.285 7.549
H -6.597 4.975 9.218
H -8.433 6.138 8.307
H -7.549 7.164 9.344
H -7.434 7.651 7.756

Number 1: frontier orbital gap 6.53 eV. Number 2: frontier orbital gap 9.10 eV.